(1)
Density functional theory data (wB97M-V/def2-TZVPD) for a molecular structure, C52H52N6O2PV in a non-equilibrium geometry.

Net charge: +2
Orbital gap (alpha / beta): 0.2544 / 0.2624 hartree
E_HOMO (alpha / beta): -12.84 / -12.86 eV
<S²>: 2.064
Spin multiplicity: 3
Energy relative to the best compared isomer or geometry (same formula, charge and spin): 29.3 kcal per mole
Largest force on an atom: 0.0767 Eh/bohr

Geometry as XYZ:
```
114
Properties=species:S:1:pos:R:3:mulliken_charge:R:1
V 10.30700 13.58086 10.50924 0.411
C 12.77647 18.12325 6.93057 -0.858
C 13.09438 18.93898 8.16721 0.755
C 14.15802 19.85568 8.16386 -0.999
C 14.44395 20.64049 9.25266 -0.621
C 13.70557 20.45267 10.45006 -0.791
C 12.79524 19.41487 10.51710 -0.160
C 12.45019 18.70343 9.41103 -0.264
N 11.28311 17.71900 9.48647 0.372
C 11.25464 16.51046 9.96569 -1.452
N 12.53401 15.98695 10.37791 1.121
C 12.93936 14.77198 9.90616 -0.819
C 11.98579 13.79268 9.44062 1.505
C 12.44242 12.87074 8.50200 -0.610
C 13.80194 12.63465 8.35864 -0.752
C 14.77799 13.43089 8.94238 -1.137
C 14.34732 14.53992 9.68424 1.238
C 15.38885 15.54554 10.02352 -1.886
N 10.21367 15.74324 10.15457 1.193
C 8.95076 16.27528 9.68286 -1.012
C 8.71697 16.32141 8.27728 0.194
C 7.49510 16.69038 7.71324 -0.954
C 6.49179 17.20652 8.54753 -0.887
C 6.73202 17.17638 9.93225 -0.891
C 7.91425 16.66965 10.57726 0.805
C 7.99249 16.64426 12.03902 -1.206
H 13.57518 18.27794 6.17812 0.428
H 11.78563 18.41016 6.48318 0.260
H 12.70366 17.03222 7.21468 0.034
H 14.65480 20.11647 7.21896 0.398
H 15.28817 21.28381 9.17446 0.455
H 13.90677 21.01049 11.36946 0.373
H 12.29994 19.08724 11.40840 0.649
H 10.38305 18.03882 9.17208 0.357
H 13.27715 16.63264 10.54861 0.200
H 11.74997 12.24083 7.89800 0.281
H 14.15473 11.86622 7.71550 0.537
H 15.83070 13.29824 8.66229 0.519
H 15.16475 16.13652 10.95278 0.364
H 15.62208 16.27651 9.22522 0.309
H 16.35884 14.97980 10.25698 0.474
H 9.49029 16.03720 7.62525 0.692
H 7.40161 16.74539 6.63919 0.506
H 5.53161 17.50456 8.12838 0.440
H 5.91108 17.55275 10.57423 0.386
H 7.07239 16.22816 12.46027 0.437
H 8.20466 17.62509 12.52483 0.427
H 8.84396 15.97937 12.37974 -0.297
C 8.98298 13.02837 7.14204 -0.993
C 7.97361 12.20395 8.01088 0.827
C 6.80645 11.69529 7.10551 -1.634
C 7.40216 12.99930 9.17096 -0.078
C 6.17585 12.38390 9.76089 -0.910
O 6.06757 12.88781 11.13692 -0.408
C 7.42756 13.18632 11.46691 0.589
N 8.29214 13.20816 10.42076 1.083
C 7.54748 13.34587 12.89798 -0.844
C 6.32729 13.62719 13.58155 -0.758
C 6.25222 13.52090 15.01922 -1.053
C 7.43345 13.31743 15.72424 -0.844
C 8.63584 13.07401 15.07319 -0.475
C 8.71812 13.14572 13.69382 0.573
P 10.48588 13.41688 13.10815 2.677
C 11.29810 11.90064 13.65293 0.737
C 10.50915 10.76610 13.91113 -0.740
C 11.18201 9.59631 14.27033 -0.830
C 12.53892 9.49030 14.38941 -0.828
C 13.28170 10.67515 14.16968 -0.423
C 12.71360 11.85523 13.79776 -0.593
C 11.17996 14.71342 14.12503 0.657
C 11.50605 14.45797 15.46825 -0.782
C 11.70082 15.49069 16.37289 -0.877
C 11.73700 16.82031 15.95367 -0.816
C 11.48414 17.12043 14.57489 -1.089
C 11.14468 16.08480 13.69678 0.633
H 9.50972 12.34730 6.48465 0.503
H 9.63802 13.62173 7.76271 -0.264
H 8.42756 13.77039 6.53558 0.355
H 8.52421 11.33770 8.44186 -0.278
H 6.19896 12.57937 6.87952 0.417
H 6.26652 10.89004 7.59307 0.423
H 7.22517 11.31498 6.16739 0.436
H 7.06077 14.02572 8.86928 0.107
H 6.20287 11.28463 9.82252 0.319
H 5.29087 12.60737 9.13534 0.417
H 5.44401 13.89294 13.07398 0.626
H 5.29162 13.78214 15.47733 0.399
H 7.36819 13.29287 16.81975 0.457
H 9.55470 12.81468 15.61821 0.410
H 9.43581 10.77956 13.77237 0.444
H 10.59644 8.72712 14.42783 0.500
H 13.05099 8.52496 14.55978 0.417
H 14.40165 10.62159 14.24298 0.390
H 13.36706 12.74513 13.57397 0.416
H 11.51727 13.40588 15.83394 0.389
H 11.98970 15.16756 17.38576 0.417
H 12.04437 17.56920 16.61842 0.496
H 11.68923 18.13231 14.16501 0.407
H 10.96938 16.33946 12.64167 0.259
N 14.64461 9.85244 10.66816 -0.176
C 13.61224 9.12196 10.15119 0.267
O 13.82648 8.00113 9.67573 -0.663
C 12.28460 9.68412 10.33466 1.273
C 11.15324 8.78400 10.05692 -1.170
C 9.88316 9.17034 10.42443 -1.203
C 9.70351 10.53969 10.73541 -0.438
N 10.69246 11.46505 10.65240 1.349
C 11.99029 10.97264 10.66792 -0.730
H 15.59832 9.57257 10.50450 0.273
H 14.50390 10.77397 11.02814 0.101
H 11.32714 7.79749 9.60836 0.511
H 9.05379 8.47573 10.48670 0.609
H 8.75037 10.92021 11.10064 0.372
H 12.74369 11.73256 10.93355 -0.163
```

---

(2)
Density functional theory data (wB97M-V/def2-TZVPD) for a molecular structure, C52H53As2O6Ru in a non-equilibrium geometry.

Net charge: +1
Orbital gap (alpha / beta): 0.2847 / 0.2432 hartree
E_HOMO (alpha / beta): -10.56 / -10.55 eV
<S²>: 6.022
Spin multiplicity: 5
Energy relative to the best compared isomer or geometry (same formula, charge and spin): 11.7 kcal per mole
Largest force on an atom: 0.0641 Eh/bohr

Geometry as XYZ:
```
114
Properties=species:S:1:pos:R:3:mulliken_charge:R:1
Ru -0.45593 0.42575 -0.03602 1.037
C -0.41744 -4.75119 -4.13674 -1.673
C -0.98927 -3.70575 -3.23140 1.061
C -2.49585 -3.58696 -3.48680 -1.512
O -0.70782 -3.94347 -1.84731 -0.350
C -0.24172 -2.77418 -1.26994 0.650
C -0.31915 -1.70916 -2.43788 0.280
O -0.30737 -2.56743 -3.55607 -0.363
C 0.83623 -0.68533 -2.44489 1.970
O 1.05481 -0.62684 -1.06869 -1.123
C 0.40302 0.65247 -3.09413 -0.747
C -0.51842 0.78562 -4.11892 0.177
C -0.73935 2.03390 -4.75507 -0.817
C -0.04553 3.17465 -4.33442 -0.668
C 0.87561 3.06738 -3.21006 -0.617
C 1.13480 1.78564 -2.72863 -1.055
C 2.08186 -1.15195 -3.09635 0.264
C 2.97697 -1.91105 -2.33419 -0.320
C 3.93750 -2.69026 -2.97709 -0.841
C 4.25286 -2.47672 -4.29822 -0.771
C 3.34510 -1.70505 -5.05519 -0.776
C 2.30731 -1.02273 -4.45504 -0.224
C -1.08023 -2.40653 0.08327 2.383
O -1.59354 -1.08575 -0.02379 -0.164
C -0.12063 -2.38679 1.40029 0.875
C 1.20220 -1.87826 1.31538 0.601
C 1.89432 -1.56515 2.43127 -0.651
C 1.32732 -1.70501 3.72861 -0.667
C 0.03576 -2.18584 3.77826 -1.280
C -0.67101 -2.62063 2.64821 -0.986
C -2.26445 -3.48041 0.40806 -0.974
C -3.61676 -3.28219 0.44417 0.106
C -4.53014 -4.28678 0.79895 -1.053
C -4.15964 -5.59720 0.84846 -0.275
C -2.79341 -5.85449 0.72688 -1.158
C -1.91509 -4.79257 0.62477 0.030
H 0.63735 -4.98200 -3.97460 0.398
H -0.51689 -4.36809 -5.18386 0.328
H -0.96735 -5.68746 -4.03570 0.417
H -2.98035 -4.59594 -3.54128 0.436
H -2.54046 -3.04811 -4.42321 0.381
H -2.95215 -2.94181 -2.74253 0.205
H 0.80025 -2.91834 -0.90237 0.104
H -1.34728 -1.16860 -2.37665 0.213
H -1.00291 -0.07985 -4.52923 0.588
H -1.43263 2.09588 -5.61170 0.456
H -0.14074 4.11482 -4.91892 0.402
H 1.42057 3.96206 -2.80291 0.310
H 1.87983 1.60257 -1.96429 0.669
H 2.87616 -2.16151 -1.29238 0.447
H 4.60074 -3.27776 -2.30199 0.349
H 5.05398 -3.07437 -4.74555 0.376
H 3.51473 -1.64164 -6.10553 0.468
H 1.50424 -0.46256 -4.97261 0.296
H 1.69996 -1.82583 0.35846 -0.658
H 2.95406 -1.22064 2.39632 0.382
H 1.91783 -1.49530 4.63661 0.677
H -0.39947 -2.24275 4.76131 0.466
H -1.58857 -3.17881 2.68090 0.490
H -4.06595 -2.26422 0.28498 0.073
H -5.60937 -4.06945 0.90617 0.359
H -4.82367 -6.52684 1.00476 0.290
H -2.48270 -6.83018 0.74368 0.565
H -0.87363 -4.99556 0.36735 0.345
H -1.36982 0.72851 1.26671 0.246
C -3.70070 3.95537 -0.65131 -1.311
As -3.34307 2.10359 -0.98388 0.634
C -4.02705 1.64883 -2.65308 -0.820
C -4.03714 1.08958 0.46561 -0.004
O -1.73420 1.90278 -1.16642 -0.462
H -4.26642 4.39501 -1.42317 0.519
H -2.76233 4.50444 -0.69988 0.299
H -4.17293 4.00230 0.27458 0.401
H -4.53338 2.51672 -3.12653 0.395
H -4.73458 0.79982 -2.72290 0.375
H -3.09813 1.40764 -3.22652 0.006
H -5.04951 0.89898 0.23593 0.564
H -3.91629 1.75904 1.28918 -0.152
H -3.38528 0.24659 0.53301 -0.574
O 1.17753 1.15202 1.25536 1.221
As 1.57663 2.09396 2.56406 0.963
C 2.96494 3.24203 1.87818 -0.078
C 4.05511 3.53541 2.62970 -0.249
C 5.11194 4.29139 2.03345 -0.907
C 5.03009 4.58322 0.67344 -0.436
C 3.86219 4.27042 -0.05284 -0.764
C 2.85574 3.55740 0.55457 0.137
C 2.15227 1.22098 4.20201 0.239
C 3.37699 0.60780 4.42172 -0.095
C 3.67743 0.06230 5.63412 -1.191
C 2.81763 0.24863 6.68503 -0.517
C 1.50260 0.71111 6.51513 -0.916
C 1.17051 1.14556 5.20806 -0.356
C 0.05590 3.19963 2.91844 0.380
C -1.14867 2.56821 3.19324 -0.133
C -2.34407 3.26095 3.18760 -1.036
C -2.33717 4.63144 2.91349 -0.631
C -1.19011 5.25901 2.47422 -1.043
C 0.03431 4.51571 2.46217 -0.262
H 4.14173 3.12004 3.60810 0.465
H 6.09615 4.44047 2.50227 0.371
H 5.87495 5.13435 0.17306 0.344
H 3.84927 4.58130 -1.09788 0.397
H 2.06403 3.21562 -0.13100 -0.020
H 4.09690 0.54246 3.63843 0.627
H 4.63381 -0.39214 5.91919 0.441
H 3.19334 -0.00315 7.62956 0.475
H 0.75004 0.72302 7.29924 0.464
H 0.18888 1.57370 5.03358 0.388
H -1.13785 1.50335 3.37559 0.534
H -3.29670 2.75482 3.24159 0.583
H -3.26471 5.21724 2.86310 0.426
H -1.20491 6.28397 2.20061 0.508
H 0.92563 4.98110 2.02707 0.357
```